Record 1
ORCA calculation (the ωB97M-V functional and the def2-TZVPD basis) on C22H26N2O5 in the gas phase.

The HOMO energy is -8.28 eV. The relative energy (zero: lowest compared OMol25 entry of this formula, charge and spin) is 39.6 kJ/mol. Its HOMO-LUMO gap is 8.63 eV. As for the structure (SMILES): Cc1c(OCC(=O)N2CCC(C(N)=O)CC2)ccc2c3c(c(=O)oc12)CCCC3. For the total energy, the calculation gives -1339.7250 Ha.

Geometry as ORCA input:
```
! RIJCOSX wB97M-V def2-TZVPD def2/J DEFGRID3
* xyz 0 1
O 0.84358 -0.65186 2.11260
O 2.37682 2.38937 1.41284
O 6.91279 -2.07752 -1.33559
O -3.20824 -2.11035 0.29984
O -5.09746 -2.95212 -0.45793
N 2.80165 0.50141 0.26339
N 7.54317 0.05057 -1.03943
C 1.75892 0.35148 2.49187
C -4.55400 1.87216 -0.58301
C 3.36979 1.24561 -0.84310
C -4.10884 0.47324 -0.26456
C -1.94684 1.29404 0.71527
C -0.34045 -0.28805 1.54039
C 6.61017 -0.91707 -1.16909
C 4.49350 -1.23928 0.08343
C -6.82635 0.91824 -0.99917
C 4.87920 1.00863 -0.92898
C 2.34784 1.17300 1.33619
C -4.89793 -0.59738 -0.52408
C -5.77790 1.90622 -1.49411
C 2.99781 -0.92708 0.14881
C -6.27042 -0.49393 -1.11912
C -1.18381 -1.34784 1.19840
C -4.44978 -1.95471 -0.24081
C -2.81906 0.26474 0.35105
C -2.41492 -1.05651 0.61000
C 5.14599 -0.48704 -1.08392
C -0.76386 -2.76048 1.46333
C -0.72915 1.02923 1.29899
H -4.78182 2.38004 0.35976
H 5.33426 1.38309 -0.00883
H -7.74336 1.00817 -1.58288
H 2.88476 0.91894 -1.76921
H -3.73274 2.41405 -1.05676
H -2.22593 2.32074 0.54500
H -6.91711 -1.22217 -0.62531
H -6.18365 2.91911 -1.52005
H 0.00626 -3.06209 0.75412
H -1.61190 -3.43010 1.36389
H 4.64579 -2.31081 -0.04479
H 1.30432 1.06132 3.19350
H -6.21644 -0.78863 -2.17194
H 4.96959 -0.93533 1.01894
H 2.53852 -1.44698 0.98584
H 3.15466 2.30237 -0.67635
H 7.31992 1.01945 -0.91049
H 2.51085 -1.26514 -0.77363
H 8.51130 -0.21977 -1.09638
H -7.06609 1.13401 0.04405
H 4.67999 -0.83727 -2.01310
H -5.48394 1.63576 -2.51042
H -0.34471 -2.84129 2.46377
H -0.08491 1.85316 1.55721
H 2.56668 -0.17591 3.00963
H 5.27346 1.56857 -1.77903
*
```

***

Record 2
ORCA calculation (the ωB97M-V functional and the def2-TZVPD basis) on C4H2N4O2 in the gas phase at a distorted geometry.

The HOMO energy is -9.48 eV. The relative energy (zero: lowest compared OMol25 entry of this formula, charge and spin) is 295.1 kJ/mol. Its HOMO-LUMO gap is 9.32 eV. For the total energy, the calculation gives -523.0077 Ha.

Geometry as ORCA input:
```
! RIJCOSX wB97M-V def2-TZVPD def2/J DEFGRID3
* xyz 0 1
O 4.29756 0.27399 -0.35893
O 0.61408 2.22762 0.20903
N 1.19307 -1.41842 0.11847
N -2.71957 -0.94399 0.12668
N 2.07980 -0.39759 -0.00755
N 0.00475 -1.18914 0.15411
C 0.09950 1.19652 0.11704
C 3.24621 -0.17414 -0.18941
C -2.05424 0.10592 -0.03441
C -0.58488 0.06122 0.07654
H -3.72686 -0.85153 0.04445
H -2.44941 1.10953 -0.25603
*
```